{"formula": "C5H5ClN4S", "method": "ωB97M-V/def2-TZVPD", "elements": ["C", "C", "C", "C", "C", "N", "N", "N", "N", "S", "Cl", "H", "H", "H", "H", "H"], "xyz": [[-1.539182, -0.643808, 2.113374], [-0.076129, 0.956449, 0.980868], [-1.352599, 0.070385, 0.848495], [1.466508, -0.267414, -0.352181], [1.765014, 0.181167, -1.788371], [-1.735314, -1.238821, 3.069201], [1.053033, 0.841988, 0.406421], [1.691775, -1.422890, 0.003904], [-1.415502, -0.745043, -0.295936], [-1.965635, -0.211626, -1.734882], [-0.206469, 2.288897, 2.056416], [-2.074146, 0.809564, 0.701089], [-1.274164, -1.685801, 0.152143], [2.587933, 0.804358, -1.608185], [1.020703, 0.903556, -2.188767], [2.054174, -0.640958, -2.363589]], "forces_ev_per_angstrom": [[-0.361, 0.150, -0.518], [2.120, -0.697, -0.961], [1.596, 1.884, 0.796], [-0.988, 1.452, -2.069], [-1.121, 1.019, 1.459], [0.038, -0.244, 0.413], [-1.308, -0.339, 1.430], [0.072, -0.997, 0.930], [0.523, -2.260, 1.509], [0.157, -0.474, 0.161], [-0.582, 0.207, 0.177], [-1.671, 1.301, 0.398], [-0.229, 0.228, -2.505], [1.653, 0.893, -0.110], [0.015, -1.081, 0.124], [0.086, -1.042, -1.233]], "total_charge": 0, "fmax_ev_per_a": 2.8, "e_lumo_ev": [-1.83, -0.92], "e_above_lowest_ev": 1.042, "gap_ev": [8.07, 8.35], "e_homo_ev": [-9.90, -9.27]}